Density functional theory data (ωB97M-V/def2-TZVPD) for a single C2H6NP molecule in a non-equilibrium geometry.

```
10
Properties=species:S:1:pos:R:3:forces:R:3
C -0.90333 -0.16753 0.07720 0.360 1.198 -0.019
C 0.32319 0.46702 -0.52362 -1.195 -1.464 -1.079
N -2.04046 0.09959 -0.37000 -0.816 0.560 -0.331
P 1.94780 0.04761 0.12948 1.237 1.772 0.947
H -0.78612 -0.72300 0.96005 0.391 -0.969 1.416
H 0.18301 0.19900 -1.56343 0.523 0.276 -0.593
H 0.22233 1.54529 -0.46965 0.091 0.182 0.095
H -2.75487 -0.22135 0.27731 -0.174 -0.438 -0.246
H 2.34614 -1.27768 0.02058 -0.850 -0.814 -0.219
H 1.46232 0.03107 1.46208 0.433 -0.304 0.029
```
Forces are in eV/Å.

Results
LUMO = 1.0 eV
spin multiplicity = 1
energy relative to the best compared isomer or geometry (same formula, charge and spin) = 0.2024 eV
HOMO = -9.17 eV
largest force on an atom = 2.36 eV/A
SMILES string = [H]/N=C/CP
Kohn-Sham gap = 10.215 eV
energy = -475.84968 a.u.

Here are the natural (NBO) charges for atoms 1 to 6, given in e: 0.147, -0.790, -0.608, 0.292, 0.145, 0.262